Computed, not measured: a 11-piece molecular cluster, C43H84O22S9 overall at a distorted geometry, with wB97M-V/def2-TZVPD.

CARTESIAN COORDINATES (ANGSTROEM)
C: -8.36436 -4.76810 -1.48324
C: -7.98324 -5.87091 -0.39707
C: -9.11716 -6.69978 0.18883
O: -8.73967 -7.97339 -0.22651
C: -7.92191 -7.85387 -1.23183
O: -7.82459 -8.64799 -2.13040
O: -7.23489 -6.84291 -1.05248
H: -8.70046 -3.92013 -0.88652
H: -8.95354 -5.15366 -2.31530
H: -7.45534 -4.36160 -1.92657
H: -7.25854 -5.40014 0.26723
H: -10.14940 -6.48924 -0.09092
H: -9.18215 -6.50559 1.25942
C: -1.49653 8.83392 0.46151
C: -1.79465 8.00656 1.69601
O: -1.39433 8.28823 2.79482
C: -2.40351 6.58666 1.61871
H: -2.37368 8.76543 -0.18193
H: -0.51459 8.72417 0.00123
H: -1.60620 9.83933 0.86798
H: -2.78761 6.29292 0.64184
H: -3.31187 6.51253 2.21662
H: -1.72273 5.86499 2.07020
C: 5.05583 -5.45643 -4.20695
C: 6.08135 -5.83473 -5.30248
C: 5.59581 -7.20053 -5.94320
S: 4.28463 -7.85538 -4.77391
O: 4.81736 -8.50841 -3.59417
O: 3.30591 -8.55409 -5.59977
C: 3.66487 -6.12961 -4.37235
H: 5.04898 -4.40452 -3.92142
H: 5.46932 -5.86903 -3.28668
H: 7.06697 -5.95352 -4.85243
H: 6.05911 -5.02726 -6.03432
H: 6.26077 -8.05044 -5.78957
H: 5.08989 -6.92729 -6.86921
H: 3.01548 -6.12135 -3.49696
H: 3.25228 -5.95833 -5.36660
C: -1.45861 -2.45638 -0.47050
C: -0.35422 -1.95485 0.55537
C: -0.71746 -0.40634 0.73825
S: -0.94868 0.18616 -0.92314
O: 0.25722 0.68083 -1.60248
O: -2.16557 0.95887 -1.01515
C: -1.41038 -1.48331 -1.61134
H: -2.44157 -2.69991 -0.06729
H: -1.30179 -3.49830 -0.74967
H: 0.55823 -2.20309 0.01325
H: -0.24093 -2.45875 1.51525
H: -0.02322 0.24647 1.26737
H: -1.72342 -0.39053 1.15766
H: -0.58149 -1.64896 -2.29953
H: -2.35066 -1.37786 -2.15249
C: 1.38719 1.05612 -9.11248
C: 1.13706 0.49102 -7.70515
C: 1.94268 -0.79577 -7.63242
S: 3.64882 -0.36770 -8.36237
O: 3.99693 -1.44614 -9.22646
O: 4.52676 0.10888 -7.32423
C: 2.92902 1.05764 -9.40852
H: 0.97346 2.03793 -9.34261
H: 0.97949 0.40506 -9.88579
H: 0.08766 0.25181 -7.53295
H: 1.40125 1.18603 -6.90812
H: 1.38929 -1.48071 -8.27484
H: 2.15150 -1.11280 -6.61066
H: 3.14663 0.89799 -10.46458
H: 3.35880 1.93770 -8.93013
C: 5.95102 6.03218 -3.45355
C: 5.67827 7.49488 -3.28549
C: 4.67066 7.90199 -4.41187
S: 4.18880 6.44933 -5.45886
O: 5.10322 6.34064 -6.56563
O: 2.70956 6.46381 -5.53850
C: 4.75131 5.20672 -4.07275
H: 6.12412 5.59051 -2.47220
H: 6.88384 5.78498 -3.96037
H: 6.55087 8.14760 -3.31067
H: 5.28155 7.73015 -2.29788
H: 4.93551 8.68625 -5.12101
H: 3.76813 8.05779 -3.82088
H: 4.98069 4.25275 -4.54756
H: 4.00109 5.19759 -3.28207
C: -5.00573 5.30492 -4.56359
C: -4.02112 4.65443 -5.62804
C: -4.76401 3.93929 -6.77122
S: -6.10068 3.03596 -5.87977
O: -5.62376 1.73058 -5.38314
O: -7.27863 3.08412 -6.65556
C: -6.10099 4.27236 -4.40506
H: -5.48445 6.20548 -4.94819
H: -4.51031 5.38494 -3.59599
H: -3.34730 4.03845 -5.03253
H: -3.35026 5.37805 -6.09108
H: -4.29189 3.16090 -7.37065
H: -5.11326 4.80994 -7.32630
H: -6.01829 3.75794 -3.44765
H: -7.11715 4.66241 -4.34670
C: -9.92655 0.70559 4.98040
C: -8.73116 1.59041 5.06490
C: -7.45552 0.75513 5.34375
S: -7.68749 -0.85034 4.59483
O: -7.66579 -1.90598 5.64845
O: -6.86084 -0.89608 3.39859
C: -9.40180 -0.60256 4.25815
H: -10.63730 1.19289 4.31299
H: -10.38342 0.45269 5.93718
H: -8.95020 2.36819 5.79646
H: -8.65891 2.06185 4.08479
H: -7.19702 0.61040 6.39272
H: -6.50791 1.13942 4.96630
H: -9.95214 -1.54307 4.23233
H: -9.34226 -0.46710 3.17823
C: 0.91929 2.04790 10.10846
C: 1.26900 0.56178 9.94305
C: 0.70712 0.05584 8.62013
S: -0.96873 0.75655 8.74725
O: -2.01024 -0.14243 9.17697
O: -1.07331 1.41327 7.42754
C: -0.60796 2.02340 9.96700
H: 1.33187 2.63049 9.28477
H: 1.35900 2.54141 10.97518
H: 0.90476 -0.06524 10.75685
H: 2.34682 0.48521 10.08638
H: 0.60833 -1.01393 8.43588
H: 1.20361 0.52868 7.77277
H: -0.96844 1.65757 10.92842
H: -1.10607 2.94931 9.67945
C: 5.65190 2.91818 4.78415
C: 5.90755 2.55893 3.28774
C: 6.57651 1.14563 3.37720
S: 7.81168 1.22223 4.79842
O: 9.17147 1.46001 4.39546
O: 7.48729 0.35183 5.89869
C: 7.08298 2.93133 5.27884
H: 4.99134 2.20819 5.28182
H: 5.13634 3.87844 4.79841
H: 6.63273 3.25302 2.86292
H: 5.05249 2.79516 2.65436
H: 7.00989 0.77119 2.44979
H: 5.85531 0.38057 3.66467
H: 7.85273 3.58886 4.87479
H: 7.26839 3.09741 6.34004
C: 4.00058 -6.69272 5.81126
C: 3.52036 -7.79961 4.85196
C: 3.76295 -7.37057 3.38043
S: 5.05815 -6.00215 3.40452
O: 4.36373 -4.75144 3.00639
O: 6.24725 -6.40038 2.67411
C: 5.23029 -6.03754 5.24771
H: 4.11847 -6.82752 6.88644
H: 3.30612 -5.85272 5.79602
H: 2.48108 -7.98967 5.12005
H: 3.95050 -8.77411 5.08312
H: 2.86323 -6.91803 2.96353
H: 4.11145 -8.15321 2.70653
H: 5.54457 -5.09413 5.69414
H: 6.01354 -6.79300 5.18527

Values from the calculation:
SMILES	C[C@H]1COC(=O)O1.O=S1(=O)CCCC1.O=S1(=O)CCCC1.O=S1(=O)CCCC1.O=S1(=O)CCCC1.O=S1(=O)CCCC1.O=S1(=O)CCCC1.O=S1(=O)CCCC1.O=S1(=O)CCCC1.O=S1(=O)CCCC1.CC(C)=O
2S+1	1
E_tot	-188503.9423	eV
charge	0
orbital gap	9.71	eV


Computed, not measured: a 4-piece molecular cluster, C43H86BBrFIN3O15S overall at a distorted geometry, with wB97M-V/def2-TZVPD.

CARTESIAN COORDINATES (ANGSTROEM)
C: -0.05927 2.63982 1.95495
C: -0.61594 3.95660 1.49438
O: -1.74110 4.28881 1.61780
O: 0.32721 4.76199 0.91419
C: 0.20292 4.87544 -0.51151
C: 1.26353 3.99592 -1.19151
C: 0.59807 2.68917 -1.64540
C: 1.37350 1.58152 -2.39051
C: 2.90952 1.84964 -2.06163
C: 4.15650 1.10306 -2.51243
O: 4.96748 0.69570 -1.81347
Br: 4.61548 1.14392 -4.43276
C: 1.27773 1.61397 -3.89315
C: 1.58497 2.80828 -4.75023
C: 0.82901 4.09015 -4.46024
O: -0.31448 4.17064 -4.20293
I: 2.02972 5.85200 -4.72643
N: 1.06886 0.44758 -4.40914
C: 1.26618 0.17951 -5.85780
C: 0.30649 0.67341 -6.97108
C: -0.88107 1.55776 -6.59399
C: -0.17310 -0.51310 -7.84615
C: 0.83997 -0.65866 -3.39969
C: 1.98770 -1.70947 -3.50998
C: 1.85709 -2.83791 -4.55236
C: 3.24152 -3.39729 -4.91401
S: 3.24239 -4.46897 -6.37468
B: -0.50191 -1.50798 -3.73563
N: -1.39881 -1.14298 -4.82572
O: -0.72862 -2.53972 -2.86651
C: 0.74664 0.15864 -2.03336
C: -0.70305 0.19733 -1.42846
C: -1.96776 1.01355 -1.80698
O: -3.09584 0.19796 -1.48564
C: -2.14468 1.52890 -3.25227
N: -3.39400 1.03463 -3.85886
C: 1.51236 -0.43270 -0.80412
C: 0.98201 -1.70306 -0.14749
F: 2.84575 -0.65152 -1.14203
H: 0.91906 2.43065 1.51911
H: -0.77474 1.84600 1.72520
H: 0.07339 2.65855 3.04214
H: 0.27368 5.92429 -0.79883
H: -0.79771 4.53127 -0.79275
H: 1.99532 3.76519 -0.40959
H: 1.80482 4.54368 -1.96572
H: 0.18157 2.24802 -0.73696
H: -0.27175 2.95636 -2.25058
H: 3.10329 2.86632 -2.42690
H: 3.03058 1.87280 -0.97616
H: 2.65385 3.01978 -4.66994
H: 1.41301 2.60616 -5.80942
H: 2.26207 0.58383 -6.05514
H: 1.38724 -0.88941 -5.95237
H: 0.93970 1.26043 -7.64785
H: -1.72228 0.92184 -6.31605
H: -0.70954 2.25119 -5.77026
H: -1.18656 2.13566 -7.47037
H: -0.15469 -1.46049 -7.30522
H: 0.47671 -0.63450 -8.71809
H: -1.17868 -0.33043 -8.22743
H: 2.95717 -1.21622 -3.62559
H: 2.03959 -2.21184 -2.54618
H: 1.35525 -2.56928 -5.48151
H: 1.29530 -3.67192 -4.12010
H: 3.96055 -2.58721 -5.05478
H: 3.57852 -4.04737 -4.10379
H: 2.25715 -3.84853 -7.02921
H: -1.64047 -1.90592 -5.45130
H: -2.27546 -0.75041 -4.46399
H: -1.28226 -3.23503 -3.24744
H: -0.55817 0.45655 -0.37158
H: -1.02917 -0.84211 -1.39622
H: -2.03426 1.88849 -1.14710
H: -2.94130 -0.24075 -0.64032
H: -1.34656 1.16822 -3.89691
H: -2.12346 2.62156 -3.21054
H: -3.44910 1.44003 -4.78912
H: -4.19103 1.43036 -3.36888
H: 1.53444 0.36484 -0.04613
H: 0.56958 -2.41272 -0.86235
H: 1.82533 -2.16812 0.37014
H: 0.23355 -1.47776 0.61317
C: -5.52575 -1.48222 3.60251
O: -4.60877 -1.46369 4.67377
C: -3.33687 -2.02265 4.43030
C: -2.16858 -1.05576 4.49558
O: -2.18604 0.04531 3.60631
C: -3.15651 1.07003 3.74200
C: -3.08859 1.96112 4.96838
O: -3.22729 1.30402 6.20594
C: -2.10226 1.30281 7.05895
H: -6.29175 -2.24461 3.76939
H: -6.02455 -0.51228 3.54364
H: -5.03229 -1.67930 2.64670
H: -3.32095 -2.55742 3.47402
H: -3.14936 -2.76825 5.21194
H: -1.29811 -1.64156 4.18553
H: -1.97276 -0.73767 5.52118
H: -4.16704 0.68795 3.58894
H: -2.95356 1.72860 2.89070
H: -3.92609 2.66155 4.86766
H: -2.16959 2.55938 4.94728
H: -1.19182 1.60592 6.53458
H: -1.95571 0.29624 7.45600
H: -2.26750 1.97777 7.90285
C: 5.75860 1.76891 4.82782
O: 4.67512 2.32335 5.54145
C: 4.97234 3.40744 6.39800
C: 4.32786 4.73152 6.02531
O: 4.61731 5.26397 4.74763
C: 4.17668 4.59910 3.58708
C: 2.68017 4.55543 3.33126
O: 1.89295 3.92097 4.31830
C: 0.99713 4.74442 5.04058
H: 6.04656 0.80596 5.25835
H: 5.45256 1.59733 3.79258
H: 6.62840 2.42994 4.82548
H: 6.05537 3.53360 6.49482
H: 4.58662 3.15930 7.39370
H: 4.74568 5.46201 6.72275
H: 3.25249 4.70938 6.21331
H: 4.61330 3.60129 3.50379
H: 4.59154 5.18492 2.76080
H: 2.55082 3.97681 2.40621
H: 2.30013 5.56177 3.12690
H: 1.21551 5.80495 4.90031
H: 1.07534 4.50991 6.10365
H: -0.03456 4.55248 4.72735
C: -1.41215 -8.84560 2.74619
O: -2.45205 -8.23963 2.00787
C: -3.41146 -7.51314 2.74207
C: -3.46847 -6.02266 2.45152
O: -2.29363 -5.26147 2.66140
C: -1.12565 -5.51040 1.90925
C: -1.17552 -5.23699 0.41449
O: -2.12454 -5.97116 -0.32123
C: -3.18684 -5.24705 -0.90142
H: -1.56961 -9.92533 2.80896
H: -0.46428 -8.67300 2.23147
H: -1.33827 -8.43845 3.75758
H: -3.28170 -7.67865 3.81666
H: -4.40096 -7.90245 2.47388
H: -4.18409 -5.61398 3.17053
H: -3.89112 -5.83216 1.46246
H: -0.72041 -6.50297 2.11290
H: -0.39501 -4.79828 2.30625
H: -0.18226 -5.50990 0.03434
H: -1.30239 -4.16069 0.23877
H: -3.26373 -4.23582 -0.49196
H: -4.12444 -5.77116 -0.70813
H: -3.05410 -5.18369 -1.98568

Values from the calculation:
2S+1	1
E_tot	-173529.4362	eV
charge	+1
orbital gap	7.17	eV